1.
Density functional theory data (ωB97M-V/def2-TZVPD) for 4 unconnected molecules or ions with the total composition C2H14NO4.

Each atom is followed by the atoms it is bonded to, with distances in Å.
Element x y z (Å)
1 C -2.69517 0.66258 0.64365  O2 1.440, C3 1.521, H5 1.089, H6 1.089
2 O -2.44806 -0.23054 1.74540  C1 1.440, H7 0.962
3 C -2.13089 0.00906 -0.60815  C1 1.521, N4 1.499, H8 1.082, H9 1.093
4 N -0.78130 -0.55855 -0.28854  C3 1.499, H10 1.030, H11 1.042, H12 1.022
5 H -2.15322 1.58218 0.85863  C1 1.089
6 H -3.77559 0.77539 0.56491  C1 1.089
7 H -2.29159 0.26277 2.55679  O2 0.962
8 H -2.75312 -0.77814 -1.01398  C3 1.082
9 H -1.90757 0.75717 -1.37342  C3 1.093
10 H -0.31184 -0.07631 0.49111  N4 1.030
11 H -0.12193 -0.36743 -1.07246  N4 1.042
12 H -0.68312 -1.54463 -0.04021  N4 1.022
13 H 0.36234 -2.42106 -2.76266  O15 0.972
14 H 0.26570 -3.50863 -1.70297  O15 0.972
15 O 0.49002 -2.56934 -1.81005  H13 0.972, H14 0.972
16 H 5.86602 1.19478 0.82474  O18 0.961
17 H 4.94420 2.28348 0.36045  O18 0.957
18 O 4.93856 1.37009 0.64595  H16 0.961, H17 0.957
19 H 1.84762 1.80571 0.87589  O21 0.960
20 H 1.99541 0.32914 0.46023  O21 0.969
21 O 1.34355 1.02228 0.64469  H19 0.960, H20 0.969

The LUMO energy (alpha / beta) is 0.6731 / 0.5020 eV. The net charge is 0. Its energy above the lowest of the compared OMol25 structures with the same formula, charge and spin is 0.6658 eV. The value obtained for the largest force on an atom is 1.17 eV Å⁻¹. Its spin multiplicity is 2. The HOMO energy (alpha / beta) comes out at -2.63 / -11.02 eV. The value obtained for the frontier orbital gap (alpha / beta) is 3.30 / 11.52 eV.

2.
Density functional theory data (ωB97M-V/def2-TZVPD) for 5 unconnected molecules or ions with the total composition C2H14O4S.

Each atom is followed by the atoms it is bonded to, with distances in Å.
Element x y z (Å)
1 C 2.46104 -1.47424 -1.20561  S2 1.867, H4 1.083, H5 1.081, H6 1.096
2 S 0.87208 -0.58612 -1.62155  C1 1.867, C3 1.781
3 C -0.28062 -1.92699 -1.83685  S2 1.781, H7 1.101, H8 1.109, H9 1.125
4 H 2.82620 -1.77830 -2.17858  C1 1.083
5 H 1.98742 -2.30847 -0.70733  C1 1.081
6 H 3.19049 -1.04719 -0.50846  C1 1.096
7 H -1.22188 -1.54590 -2.26099  C3 1.101
8 H 0.13046 -2.68315 -2.53611  C3 1.109
9 H -0.63554 -2.27796 -0.82834  C3 1.125
10 H -0.61488 2.44592 -0.14864  O12 0.907
11 H -0.67657 1.46504 -1.20217  O12 0.996
12 O -1.14917 1.74837 -0.37298  H10 0.907, H11 0.996
13 H -1.78360 0.77299 2.75394  O15 0.925
14 H -0.85395 1.40525 1.74103  O15 0.967
15 O -1.43396 1.58873 2.49245  H13 0.925, H14 0.967
16 H 1.73833 2.51646 2.05032  O18 0.922
17 H 1.86745 2.38635 0.53423  O18 0.980
18 O 1.70948 1.89719 1.36833  H16 0.922, H17 0.980
19 H -2.82959 -1.19677 1.07431  O21 0.989
20 H -3.01313 -1.77363 2.49049  O21 0.996
21 O -2.51972 -1.05870 2.00294  H19 0.989, H20 0.996

The LUMO energy (alpha / beta) is -3.6852 / -8.6353 eV. The net charge is +1. Its energy above the lowest of the compared OMol25 structures with the same formula, charge and spin is 0.8379 eV. The value obtained for the largest force on an atom is 4.38 eV Å⁻¹. Its spin multiplicity is 2. The HOMO energy (alpha / beta) comes out at -12.85 / -12.85 eV. The value obtained for the frontier orbital gap (alpha / beta) is 9.17 / 4.22 eV.

3.
Density functional theory data (ωB97M-V/def2-TZVPD) for 5 unconnected molecules or ions with the total composition C2H14O5.

Each atom is followed by the atoms it is bonded to, with distances in Å.
Element x y z (Å)
1 C -1.22143 -1.37954 1.74191  C2 1.495, H4 1.092, H5 1.092, H6 1.092
2 C 0.06173 -0.61500 1.68878  C1 1.495, O3 1.440, H7 1.091, H8 1.092
3 O -0.08429 0.73335 1.20500  C2 1.440, H9 0.963
4 H -1.60514 -1.61985 0.74770  C1 1.092
5 H -1.07412 -2.35727 2.20619  C1 1.092
6 H -2.04648 -0.91774 2.28831  C1 1.092
7 H 0.72456 -1.01653 0.92149  C2 1.091
8 H 0.62130 -0.61394 2.62696  C2 1.092
9 H -0.75408 1.21457 1.70247  O3 0.963
10 O 2.17681 2.12344 0.15381  H11 0.968, H12 0.966
11 H 1.44827 1.73289 0.65818  O10 0.968
12 H 1.68848 2.64463 -0.49626  O10 0.966
13 O -0.51245 -1.24200 -1.98827  H14 0.966, H15 0.964
14 H 0.43588 -1.11987 -2.12669  O13 0.966
15 H -0.79579 -0.40020 -1.61424  O13 0.964
16 O 2.21958 -0.25166 -1.34395  H17 0.952, H18 0.961
17 H 2.49737 0.42492 -0.73379  O16 0.952
18 H 2.49855 -1.09232 -0.97148  O16 0.961
19 O -2.68355 0.46752 -0.74647  H20 0.965, H21 0.967
20 H -2.90151 -0.47293 -0.74698  O19 0.965
21 H -3.05703 0.74316 -1.59432  O19 0.967

The LUMO energy is 0.5887 eV. The SMILES is CCO.O.O.O.O. The net charge is 0. Its energy above the lowest of the compared OMol25 structures with the same formula, charge and spin is 0.4617 eV. The value obtained for the largest force on an atom is 1.23 eV Å⁻¹. The HOMO energy comes out at -10.77 eV. The value obtained for the frontier orbital gap is 11.36 eV.

4.
Density functional theory data (ωB97M-V/def2-TZVPD) for 6 unconnected molecules or ions with the total composition C2H14O6.

Each atom is followed by the atoms it is bonded to, with distances in Å.
Element x y z (Å)
1 C -1.91454 0.07688 -1.23697  C2 1.333, H4 1.075, H5 1.086
2 C -0.66889 -0.39531 -1.20542  C1 1.333, O3 1.359, H6 1.074
3 O -0.01131 -0.57684 -2.38122  C2 1.359, H7 0.965
4 H -2.55128 0.08017 -0.37093  C1 1.075
5 H -2.30053 0.36088 -2.21163  C1 1.086
6 H -0.15607 -0.68650 -0.30787  C2 1.074
7 H 0.89654 -0.83728 -2.18373  O3 0.965
8 O 1.85069 -1.97199 -0.34779  H9 0.959, H10 0.974
9 H 1.78684 -2.39536 0.51080  O8 0.959
10 H 2.54164 -1.28795 -0.29193  O8 0.974
11 O 3.06897 0.45455 0.26965  H12 0.974, H13 0.959
12 H 2.53029 1.09617 0.76599  O11 0.974
13 H 3.76264 0.91970 -0.20257  O11 0.959
14 O 1.13337 2.57814 0.36600  H15 0.970, H16 0.966
15 H 0.38280 2.15794 -0.08183  O14 0.970
16 H 1.29976 3.31045 -0.24218  O14 0.966
17 O -1.95733 1.59241 2.71194  H18 0.966, H19 0.956
18 H -1.09111 1.81818 3.07505  O17 0.966
19 H -2.42664 2.37855 2.43664  O17 0.956
20 O -1.90909 -3.25542 0.39907  H21 0.968, H22 0.967
21 H -2.42399 -2.65583 0.95864  O20 0.968
22 H -1.84277 -2.76154 -0.42972  O20 0.967

The LUMO energy is 0.2388 eV. The SMILES is C=CO.O.O.O.O.O. The net charge is 0. Its energy above the lowest of the compared OMol25 structures with the same formula, charge and spin is 0.5536 eV. The value obtained for the largest force on an atom is 0.91 eV Å⁻¹. The HOMO energy comes out at -8.93 eV. The value obtained for the frontier orbital gap is 9.17 eV.

5.
Density functional theory data (ωB97M-V/def2-TZVPD) for 5 unconnected molecules or ions with the total composition C2H15N2O4.

Each atom is followed by the atoms it is bonded to, with distances in Å.
Element x y z (Å)
1 C 1.56553 -2.83266 -1.21114  N2 1.455, H5 1.113, H6 1.101, H7 1.098
2 N 1.52512 -1.39922 -0.96630  C1 1.455, C3 1.351, H8 1.013
3 C 0.50662 -0.88451 -0.24295  N2 1.351, N4 1.390, H9 1.086
4 N 0.25686 0.48253 -0.22958  C3 1.390, H10 1.015, H11 1.000
5 H 0.97887 -2.96335 -2.14798  C1 1.113
6 H 1.09263 -3.39507 -0.39167  C1 1.101
7 H 2.56187 -3.25679 -1.39504  C1 1.098
8 H 2.34894 -0.94294 -1.33937  N2 1.013
9 H -0.18170 -1.53464 0.28915  C3 1.086
10 H 0.87402 1.09004 -0.75899  N4 1.015
11 H -0.27435 0.80288 0.55507  N4 1.000
12 H 2.26498 2.12219 -2.46126  O14 0.978
13 H 1.21808 1.23345 -3.14227  O14 0.958
14 O 1.83344 1.24657 -2.40781  H12 0.978, H13 0.958
15 H -1.32512 3.76725 1.29234  O17 0.962
16 H -1.65924 3.05694 2.65453  O17 0.959
17 O -1.68232 2.97235 1.69967  H15 0.962, H16 0.959
18 H -1.70328 -0.92333 2.07357  O20 0.966
19 H -0.86267 -0.96281 3.32019  O20 0.962
20 O -0.78122 -0.94722 2.36154  H18 0.966, H19 0.962
21 H -3.39358 0.27322 0.18764  O23 0.957
22 H -2.39135 1.23238 0.84167  O23 0.968
23 O -2.50095 0.32293 0.52978  H21 0.957, H22 0.968

The LUMO energy (alpha / beta) is 0.4133 / 0.3915 eV. The net charge is 0. Its energy above the lowest of the compared OMol25 structures with the same formula, charge and spin is 0.2568 eV. The value obtained for the largest force on an atom is 3.12 eV Å⁻¹. Its spin multiplicity is 2. The HOMO energy (alpha / beta) comes out at -3.07 / -7.49 eV. The value obtained for the frontier orbital gap (alpha / beta) is 3.49 / 7.88 eV.

6.
Density functional theory data (ωB97M-V/def2-TZVPD) for 5 unconnected molecules or ions with the total composition C2H15N2O4.

Each atom is followed by the atoms it is bonded to, with distances in Å.
Element x y z (Å)
1 C -0.58825 -1.70839 0.46081  C2 1.322, N4 1.448, H5 1.117
2 C -0.34930 -1.03166 -0.64961  C1 1.322, N3 1.380, H6 1.184
3 N 0.87628 -0.78481 -1.23279  C2 1.380, H7 0.997, H8 0.959
4 N -1.88181 -1.65610 1.10846  C1 1.448, H9 1.083, H10 1.022, H11 0.989
5 H 0.16151 -2.42593 0.87338  C1 1.117
6 H -1.26619 -0.62474 -1.27916  C2 1.184
7 H 1.03778 -0.16679 -1.99850  N3 0.997
8 H 1.64700 -0.87544 -0.66852  N3 0.959
9 H -2.21256 -2.52338 1.66716  N4 1.083
10 H -2.64350 -1.48572 0.44872  N4 1.022
11 H -2.03012 -0.87507 1.69671  N4 0.989
12 H 4.02346 -1.36487 2.63837  O14 0.949
13 H 2.97776 -2.18850 3.43882  O14 0.960
14 O 3.11806 -1.64732 2.65801  H12 0.949, H13 0.960
15 H -0.15460 2.15785 -2.77260  O17 0.959
16 H 0.23061 2.06818 -1.38331  O17 0.967
17 O -0.23842 1.54069 -2.04359  H15 0.959, H16 0.967
18 H 1.64392 3.81404 -0.12511  O20 0.982
19 H 2.42112 2.57891 -0.63798  O20 0.989
20 O 1.51146 2.87737 -0.38993  H18 0.982, H19 0.989
21 H -3.53163 1.42077 -0.57822  O23 0.920
22 H -2.08031 1.78435 -0.77664  O23 0.949
23 O -2.67228 1.11658 -0.45448  H21 0.920, H22 0.949

The LUMO energy is -2.9052 eV. The net charge is +1. Its energy above the lowest of the compared OMol25 structures with the same formula, charge and spin is 1.9736 eV. The value obtained for the largest force on an atom is 4.28 eV Å⁻¹. The HOMO energy comes out at -12.07 eV. The value obtained for the frontier orbital gap is 9.16 eV.